Below is C28H28CuF3N11O2PS as an isolated structure, with properties calculated with the ωB97M-V functional and the def2-TZVPD basis.

XYZ file:
```
75
Properties=species:S:1:pos:R:3
Cu -0.327 0.660 0.472
C -0.319 -4.674 0.571
N -0.188 -3.369 -0.066
C 0.376 -3.137 -1.294
C 0.274 -1.796 -1.523
N -0.361 -1.216 -0.459
C -0.620 -2.178 0.416
P -1.575 -1.998 1.972
C -0.715 -0.691 2.924
N -0.410 0.522 2.488
C 0.152 1.201 3.532
C 0.165 0.387 4.625
N -0.392 -0.803 4.233
C -0.516 -1.987 5.074
C -2.797 -0.871 1.239
N -2.473 0.256 0.634
C -3.642 0.825 0.211
C -4.687 0.021 0.567
N -4.141 -1.049 1.222
C -4.874 -2.176 1.788
H 0.347 -5.374 0.075
H -0.044 -4.612 1.621
H -1.339 -5.047 0.491
H 0.799 -3.929 -1.890
H 0.615 -1.221 -2.372
H 0.518 2.210 3.431
H 0.503 0.560 5.634
H -0.429 -1.688 6.114
H -1.482 -2.461 4.925
H 0.274 -2.702 4.851
H -3.666 1.771 -0.308
H -5.748 0.130 0.420
H -5.935 -2.020 1.626
H -4.580 -3.106 1.308
H -4.688 -2.256 2.857
N 2.768 -0.350 -5.822
C 2.792 0.143 -4.534
C 3.716 -0.343 -3.600
C 3.711 0.108 -2.295
C 2.769 1.051 -1.894
C 1.873 1.573 -2.820
C 1.879 1.124 -4.128
S 2.633 1.564 -0.207
O 3.926 1.722 0.376
O 1.769 2.716 -0.216
N 1.737 0.385 0.563
C 2.409 -0.721 1.022
N 3.627 -1.021 0.523
C 4.285 -2.041 1.035
C 3.770 -2.848 2.042
C 2.487 -2.528 2.427
N 1.800 -1.500 1.936
H 3.583 -0.838 -6.150
H 2.297 0.194 -6.522
H 4.453 -1.074 -3.917
H 4.434 -0.249 -1.577
H 1.205 2.362 -2.506
H 1.191 1.546 -4.853
H 5.267 -2.236 0.611
H 4.323 -3.671 2.469
H 1.967 -3.125 3.175
F -1.784 6.022 -3.732
C -2.418 5.878 -2.559
F -3.729 5.737 -2.819
F -2.250 6.998 -1.851
C -1.905 4.668 -1.823
C -1.359 4.771 -0.559
C -0.923 3.614 0.062
N -1.015 2.412 -0.510
C -1.558 2.324 -1.729
C -2.011 3.424 -2.427
H -1.262 5.728 -0.068
H -0.471 3.653 1.043
H -1.628 1.329 -2.157
H -2.435 3.319 -3.417
```

* M: 734.2 g mol⁻¹
* calculated total energy: -4516.0932 hartree
* charge: +1
* multiplicity: 2
* E_LUMO (spin up / spin down): -0.0824 / -0.1220 hartree
* HOMO level (spin up / spin down): -10.0 / -10.0 eV
* HOMO-LUMO gap (spin up / spin down): 7.76 / 6.67 eV

Atomic partial charges in e from the Mulliken method, atoms 1 to 6: -0.82 -0.84 0.38 -0.80 -0.46 0.41

***

Below is an isolated molecule of C5H4S, with properties calculated with the ωB97M-V functional and the def2-TZVPD basis.

XYZ file:
```
10
Properties=species:S:1:pos:R:3
C 3.756 -0.375 -0.027
C 2.596 -0.119 0.016
C 1.266 0.233 0.016
C 0.109 0.540 0.072
C -1.281 0.909 0.018
S -2.403 -0.529 -0.086
H 4.791 -0.604 -0.190
H -1.531 1.548 0.867
H -1.463 1.578 -0.885
H -2.028 -1.182 1.006
```

* SMILES string: C#CC#CCS
* M: 96.2 g mol⁻¹
* calculated total energy: -590.9735 hartree
* E_LUMO: 0.0293 hartree
* HOMO level: -9.3 eV
* energy above the lowest of the compared OMol25 structures with the same formula, charge and spin: 204.9 kJ/mol
* HOMO-LUMO gap: 10.08 eV

Atomic partial charges in e from the Mulliken method, atoms 1 to 6: -0.30 -0.22 0.19 -0.07 -0.58 -0.20

***

Below is an isolated ion of composition C6H12NS2 and charge +1, with properties calculated with the ωB97M-V functional and the def2-TZVPD basis.

XYZ file:
```
21
Properties=species:S:1:pos:R:3
C 2.790 0.330 -0.330
C 2.008 -0.869 -0.954
C 1.840 0.836 0.805
C -3.034 -0.110 -0.223
C -2.011 -1.021 0.391
C 0.590 -0.697 -0.380
N 0.559 0.136 0.612
S -2.019 1.455 -0.520
S -0.710 -1.688 -0.723
H 3.634 0.143 0.217
H 2.916 1.036 -1.033
H 1.886 -0.767 -2.087
H 2.259 -1.889 -0.531
H 2.351 0.711 1.845
H 1.482 1.794 0.791
H -3.450 -0.378 -1.077
H -3.841 0.323 0.419
H -1.617 -0.526 1.288
H -2.519 -1.971 0.800
H -0.133 0.756 0.958
H -2.981 2.397 -0.268
```

* M: 162.3 g mol⁻¹
* calculated total energy: -1086.6466 hartree
* charge: +1
* E_LUMO: -0.1442 hartree
* HOMO level: -13.0 eV
* energy above the lowest of the compared OMol25 structures with the same formula, charge and spin: 0.0 kJ/mol
* HOMO-LUMO gap: 9.12 eV

Atomic partial charges in e from the Mulliken method, atoms 1 to 6: -0.74 -0.43 -0.62 -0.56 -0.79 0.38

***

Below is an isolated molecule of C5H10O, with properties calculated with the ωB97M-V functional and the def2-TZVPD basis.

XYZ file:
```
16
Properties=species:S:1:pos:R:3
C 2.018 -0.218 -0.309
C 0.738 -0.570 0.455
C -0.529 -0.108 -0.271
C -1.849 -0.377 0.481
C -0.543 1.387 -0.510
O 0.080 2.199 0.131
H 2.102 0.865 -0.442
H 2.908 -0.553 0.234
H 2.038 -0.686 -1.301
H 0.688 -1.655 0.616
H 0.769 -0.104 1.447
H -0.586 -0.598 -1.254
H -1.721 -0.204 1.555
H -2.639 0.305 0.137
H -2.216 -1.395 0.329
H -1.259 1.713 -1.298
```

* SMILES string: CC[C@@H](C)C=O
* M: 86.1 g mol⁻¹
* calculated total energy: -271.7387 hartree
* E_LUMO: 0.0379 hartree
* HOMO level: -9.7 eV
* energy above the lowest of the compared OMol25 structures with the same formula, charge and spin: 36.5 kJ/mol
* HOMO-LUMO gap: 10.76 eV

Atomic partial charges in e from the Mulliken method, atoms 1 to 6: -1.19 -0.57 0.50 -1.40 -0.23 -0.48

***

Below is C14H19ClN4O2V as an isolated structure, with properties calculated with the ωB97M-V functional and the def2-TZVPD basis.

XYZ file:
```
41
Properties=species:S:1:pos:R:3
Cl 3.695 0.715 1.245
C 2.001 1.248 -2.084
C 0.993 0.238 -2.195
C 1.589 -1.018 -1.805
H 0.009 0.363 -2.650
C 2.978 -0.784 -1.508
C 3.218 0.620 -1.700
H 4.200 1.081 -1.641
H 1.878 2.303 -2.339
H 1.130 -2.008 -1.822
C 3.974 -1.836 -1.151
V 1.665 0.314 -0.038
C 1.717 -1.069 1.311
O 1.849 -1.806 2.212
C 1.443 2.043 0.812
O 1.415 3.030 1.441
H 3.493 -2.636 -0.576
H 4.791 -1.415 -0.558
H 4.399 -2.277 -2.065
C -0.920 0.338 1.902
N -0.584 0.227 0.434
C -1.338 1.327 -0.255
N -2.787 1.243 -0.035
C -3.070 1.323 1.414
N -2.378 0.243 2.155
C -2.872 -1.053 1.630
N -2.596 -1.183 0.184
C -1.153 -1.078 -0.050
C -3.276 -0.069 -0.522
H -0.577 1.303 2.298
H -0.436 -0.463 2.474
H -1.160 1.286 -1.337
H -0.993 2.302 0.111
H -4.153 1.213 1.563
H -2.735 2.297 1.796
H -2.376 -1.873 2.166
H -3.959 -1.105 1.785
H -0.991 -1.184 -1.130
H -0.652 -1.912 0.459
H -4.357 -0.134 -0.330
H -3.075 -0.150 -1.599
```

* M: 361.7 g mol⁻¹
* calculated total energy: -2317.9077 hartree
* charge: +2
* multiplicity: 2
* E_LUMO (spin up / spin down): -0.4024 / -0.3837 hartree
* HOMO level (spin up / spin down): -15.6 / -15.6 eV
* HOMO-LUMO gap (spin up / spin down): 4.62 / 5.14 eV

Atomic partial charges in e from the Mulliken method, atoms 1 to 6: -0.12 -1.03 -0.07 -0.63 0.81 0.59

***

Below is C39H38AsBaCl4N11O4P2 as an isolated structure, with properties calculated with the ωB97M-V functional and the def2-TZVPD basis.

XYZ file:
```
100
Properties=species:S:1:pos:R:3
Ba -1.106 -0.688 1.127
N -3.814 -2.803 -1.586
C -2.562 -2.543 -2.088
N -2.225 -2.873 -3.339
N -0.951 -2.470 -3.446
N -0.567 -1.937 -2.332
N -1.566 -1.956 -1.428
C -4.336 -2.324 -0.391
N -5.638 -2.354 -0.144
N -5.739 -1.834 1.096
N -4.569 -1.515 1.540
N -3.628 -1.822 0.612
H -4.481 -3.188 -2.230
O 0.984 -0.396 -0.456
P 1.256 0.017 -1.862
C -0.076 0.907 -2.732
P -1.130 1.926 -1.628
O -1.914 1.174 -0.618
C -2.224 2.724 -2.825
C -2.118 4.038 -3.262
C -3.029 4.538 -4.184
C -4.050 3.730 -4.664
C -4.169 2.419 -4.218
C -3.262 1.917 -3.298
C -0.082 3.156 -0.841
C 0.796 3.988 -1.538
C 1.591 4.886 -0.848
C 1.526 4.945 0.542
C 0.667 4.112 1.241
C -0.146 3.220 0.551
C 2.563 1.286 -1.750
C 3.142 1.871 -2.875
C 4.162 2.801 -2.735
C 4.621 3.141 -1.468
C 4.059 2.553 -0.345
C 3.032 1.627 -0.484
C 2.065 -1.151 -2.959
C 3.092 -1.910 -2.401
C 3.816 -2.783 -3.197
C 3.526 -2.890 -4.552
C 2.504 -2.134 -5.105
C 1.767 -1.268 -4.309
H -0.735 0.224 -3.267
H 0.386 1.588 -3.455
H -1.341 4.684 -2.871
H -2.947 5.565 -4.516
H -4.761 4.125 -5.379
H -4.973 1.790 -4.575
H -3.368 0.904 -2.924
H 0.884 3.916 -2.616
H 2.281 5.520 -1.391
H 2.163 5.636 1.082
H 0.619 4.139 2.323
H -0.809 2.573 1.117
H 2.810 1.587 -3.869
H 4.607 3.251 -3.614
H 5.420 3.865 -1.360
H 4.411 2.815 0.645
H 2.583 1.166 0.389
H 3.312 -1.822 -1.343
H 4.604 -3.383 -2.759
H 4.089 -3.575 -5.174
H 2.259 -2.236 -6.155
H 0.932 -0.725 -4.732
Cl 1.577 3.775 6.513
C 1.378 2.380 5.488
C 2.337 1.393 5.457
Cl 3.765 1.519 6.447
C 2.163 0.278 4.612
Cl 3.380 -0.972 4.541
C 1.044 0.118 3.785
O 0.861 -0.870 2.988
C 0.025 1.174 3.821
O -1.002 1.035 3.052
C 0.230 2.258 4.675
Cl -0.980 3.517 4.669
C 2.280 -3.337 1.777
N 1.293 -4.246 1.198
C 0.941 -4.050 -0.206
C 0.512 -4.992 1.964
N -0.137 -5.697 2.616
H 3.286 -3.650 1.481
H 2.196 -3.321 2.859
H 2.097 -2.314 1.447
H 1.829 -4.202 -0.825
H 0.564 -3.047 -0.394
H 0.182 -4.771 -0.499
C -3.464 -3.956 4.152
As -2.247 -2.444 3.924
C -1.010 -2.766 5.406
C -3.338 -1.050 4.748
H -3.762 -4.078 5.195
H -2.969 -4.861 3.798
H -4.341 -3.759 3.535
H -1.539 -3.002 6.331
H -0.409 -1.865 5.539
H -0.345 -3.587 5.141
H -3.719 -1.354 5.726
H -4.163 -0.849 4.066
H -2.729 -0.150 4.843
```

* M: 1140.8 g mol⁻¹
* calculated total energy: -7197.2800 hartree
* charge: -2
* E_LUMO: 0.1273 hartree
* HOMO level: -1.6 eV
* energy above the lowest of the compared OMol25 structures with the same formula, charge and spin: 21.4 kJ/mol
* HOMO-LUMO gap: 5.11 eV

Atomic partial charges in e from the Mulliken method, atoms 1 to 6: 1.86 -0.09 0.19 -0.95 -0.74 0.20